## 1
Molecular formula: C5H7NS
Method: DFT, ωB97M-V with the def2-TZVPD basis set

```
! wB97M-V def2-TZVPD RIJCOSX def2/J DEFGRID3
* xyz 0 1
C -0.21 0.72 -1.23
C -0.81 -0.62 -0.87
C -1.06 -0.73 0.90
C 0.14 -0.33 1.45
C 1.82 0.88 -0.03
N 0.92 1.28 -0.88
S 1.85 -0.65 0.87
H -0.67 1.29 -1.92
H -1.76 -0.75 -1.42
H 0.03 -1.26 -1.21
H -1.88 -0.11 1.25
H -1.25 -1.83 1.11
H 0.21 0.64 1.84
H 2.67 1.49 0.15
*
```


## 2
Molecular formula: C5H7NS
Method: DFT, ωB97M-V with the def2-TZVPD basis set

```
! wB97M-V def2-TZVPD RIJCOSX def2/J DEFGRID3
* xyz 0 1
N 2.25 0.03 0.60
C 1.28 -0.55 -0.36
C -0.13 -0.24 -0.19
C -0.77 1.04 -0.25
C -2.18 1.04 0.05
S -2.65 -0.56 0.23
C -1.08 -1.22 -0.01
H 1.91 -0.22 1.39
H 2.19 1.20 0.48
H 1.80 -0.40 -1.33
H 1.42 -1.55 -0.51
H -0.24 1.78 -0.25
H -2.81 1.92 0.10
H -1.00 -2.27 0.05
*
```

Output
**Structure (SMILES)**: NCc1ccsc1


2 ends up most stable, edging out the next structure by 1.701 eV.


## 1
Molecular formula: C8H13N3O
Method: DFT, ωB97M-V with the def2-TZVPD basis set

```
! wB97M-V def2-TZVPD RIJCOSX def2/J DEFGRID3
* xyz 0 1
C 2.59 1.67 0.82
C 2.09 1.09 -0.48
N 1.54 -0.24 -0.28
C 2.36 -1.33 -0.30
N 3.71 -1.16 -0.59
O 1.94 -2.46 0.00
H 1.74 1.85 1.48
H 3.29 0.96 1.30
H 3.13 2.61 0.68
H 1.31 1.74 -0.94
H 2.88 1.03 -1.20
H 0.74 -0.28 0.33
H 3.99 -0.56 -1.34
H 4.18 -2.05 -0.63
C -2.35 -0.35 0.94
C -2.43 0.75 0.08
C -3.44 0.78 -0.86
N -4.40 -0.13 -0.97
C -4.31 -1.19 -0.18
C -3.34 -1.32 0.81
H -1.62 -0.38 1.72
H -1.72 1.55 0.10
H -3.53 1.59 -1.59
H -5.05 -1.97 -0.36
H -3.29 -2.19 1.47
*
```

Output
**Structure (SMILES)**: CCNC(N)=O.c1ccncc1


## 2
Molecular formula: C8H13N3O
Method: DFT, ωB97M-V with the def2-TZVPD basis set

```
! wB97M-V def2-TZVPD RIJCOSX def2/J DEFGRID3
* xyz 0 1
C 1.67 0.91 -2.76
C 1.74 1.09 -1.37
C 0.45 -0.69 -1.97
C -1.94 0.90 0.20
C 1.22 0.59 1.35
C -1.21 -0.37 0.49
C 1.03 -2.21 0.25
C 0.25 0.01 0.27
N 0.88 -0.07 -3.19
N 1.91 -2.03 -0.64
N 0.71 0.29 -0.92
O 1.34 -1.65 -1.91
H 2.10 1.61 -3.47
H 2.19 1.65 -0.71
H -0.53 -1.03 -1.99
H -2.03 1.03 -0.87
H -2.91 0.74 0.57
H -1.47 1.83 0.58
H 1.17 1.61 1.57
H 1.09 0.00 2.18
H 2.25 0.36 1.01
H -1.25 -0.60 1.57
H -1.66 -1.15 -0.17
H 1.48 -2.41 1.22
H 0.03 -2.52 -0.12
*
```


1 ends up most stable, edging out the next structure by 6.928 eV.


## 1
Molecular formula: C5H12N2
Method: DFT, ωB97M-V with the def2-TZVPD basis set

```
! wB97M-V def2-TZVPD RIJCOSX def2/J DEFGRID3
* xyz 2 1
C -2.13 2.31 1.85
N -1.02 1.70 1.67
C -0.57 1.24 0.38
C 0.39 0.31 0.42
C 0.81 -0.33 -0.89
C 1.29 -1.78 -0.79
N 0.99 -2.61 -2.02
H -2.42 2.68 2.83
H -2.76 2.57 1.00
H -0.54 1.46 2.53
H -1.06 1.72 -0.45
H 0.75 -0.05 1.37
H 1.67 0.20 -1.33
H -0.03 -0.25 -1.57
H 2.36 -1.86 -0.55
H 0.69 -2.27 0.00
H 0.13 -2.28 -2.46
H 1.69 -2.50 -2.75
H 0.89 -3.60 -1.77
*
```

Output
**Structure (SMILES)**: C=[NH+]/C=C/CC[NH3+]


## 2
Molecular formula: C5H12N2
Method: DFT, ωB97M-V with the def2-TZVPD basis set

```
! wB97M-V def2-TZVPD RIJCOSX def2/J DEFGRID3
* xyz 2 1
C 2.12 0.88 0.39
C 0.67 0.47 0.61
C -0.28 0.76 -0.51
C -1.63 0.42 -0.56
N -2.37 -0.37 0.16
C -3.75 -0.59 -0.16
N 3.27 -1.29 0.08
H 2.67 1.07 1.31
H 2.43 1.55 -0.41
H 0.26 1.01 1.48
H 0.56 -0.61 0.81
H 0.14 1.02 -1.48
H -2.16 0.97 -1.35
H -3.78 -1.21 -1.08
H -3.99 -1.32 0.62
H -4.44 0.25 -0.31
H 3.84 -1.37 0.93
H 2.65 -0.27 0.25
H 3.80 -1.34 -0.80
*
```


1 ends up most stable, edging out the next structure by 7.609 eV.


## 1
Molecular formula: C2H6N4S
Method: DFT, ωB97M-V with the def2-TZVPD basis set

```
! wB97M-V def2-TZVPD RIJCOSX def2/J DEFGRID3
* xyz 0 1
H -2.23 -0.23 1.27
N -2.51 -0.80 0.53
C -1.78 -0.60 -0.54
N -0.81 0.24 -1.01
S -0.05 1.28 0.15
C 0.82 -0.13 1.08
N 1.77 -0.90 0.57
N 2.22 -0.49 -0.72
H -1.96 -1.29 -1.37
H -0.09 -0.31 -1.55
H 0.59 -0.29 2.09
H 2.31 0.49 -0.94
H 3.23 -0.86 -0.74
*
```

Output
**Structure (SMILES)**: [H]/N=C\NS/C=N\N


## 2
Molecular formula: C2H6N4S
Method: DFT, ωB97M-V with the def2-TZVPD basis set

```
! wB97M-V def2-TZVPD RIJCOSX def2/J DEFGRID3
* xyz 0 1
N -0.84 1.51 0.30
N -1.70 0.52 -0.16
C -1.47 -0.81 -0.21
N -0.45 -1.51 0.12
C 0.84 -1.07 0.31
N 1.40 -0.13 -0.36
S 3.05 0.14 0.02
H -0.66 1.37 1.28
H 0.05 1.37 -0.17
H -2.61 0.85 -0.48
H -2.36 -1.33 -0.56
H 1.38 -1.68 1.04
H 3.36 0.76 -1.12
*
```

Output
**Structure (SMILES)**: NN/C=N\C=N\S


## 3
Molecular formula: C2H6N4S
Method: DFT, ωB97M-V with the def2-TZVPD basis set

```
! wB97M-V def2-TZVPD RIJCOSX def2/J DEFGRID3
* xyz 0 1
C -0.51 -0.75 -0.51
C -0.74 0.59 0.15
N 3.08 0.94 0.99
N 2.38 0.30 0.40
N 0.90 -1.17 -0.29
N 1.80 -0.22 -0.47
S -2.53 0.62 0.55
H -1.26 -1.39 -0.01
H -0.76 -0.84 -1.57
H -0.18 0.63 1.13
H -0.43 1.28 -0.57
H -2.92 1.88 1.14
H 1.17 -1.88 -0.92
*
```


2 ends up most stable, edging out the next structure by 0.879 eV.


## 1
Molecular formula: C3H6N3O
Method: DFT, ωB97M-V with the def2-TZVPD basis set

```
! wB97M-V def2-TZVPD RIJCOSX def2/J DEFGRID3
* xyz 1 1
C 0.92 -1.33 0.19
C 0.86 1.10 0.05
C -1.22 -0.02 -0.46
N -0.24 -1.65 0.08
N 1.52 0.01 -0.23
N -0.46 1.11 -0.06
O -2.26 -0.05 0.26
H 1.77 -1.79 0.70
H 1.44 1.91 0.59
H -0.95 -0.28 -1.41
H 2.47 -0.19 -0.19
H -0.93 1.82 0.47
H -2.93 -0.64 0.01
*
```


## 2
Molecular formula: C3H6N3O
Method: DFT, ωB97M-V with the def2-TZVPD basis set

```
! wB97M-V def2-TZVPD RIJCOSX def2/J DEFGRID3
* xyz 1 1
C -0.43 -1.10 -0.60
C 0.41 1.59 0.65
C 1.01 0.15 0.82
N -1.76 0.71 0.17
N -0.97 1.50 0.47
N -0.86 -1.88 -1.49
O 0.79 -0.77 -0.30
H 0.70 2.28 1.50
H 0.61 2.01 -0.33
H 2.03 0.20 1.08
H 0.39 -0.22 1.55
H -1.76 -2.34 -1.48
H -0.16 -2.15 -2.04
*
```


1 ends up most stable, edging out the next structure by 1.817 eV.


## 1
Molecular formula: C11H44N22O11
Method: DFT, ωB97M-V with the def2-TZVPD basis set

```
! wB97M-V def2-TZVPD RIJCOSX def2/J DEFGRID3
* xyz 0 1
N 10.39 -11.28 -0.63
C 10.81 -12.39 -1.15
N 9.91 -13.34 -0.87
O 11.85 -12.61 -1.62
H 10.93 -10.42 -0.64
H 9.63 -11.34 0.03
H 9.96 -14.21 -1.36
H 9.15 -13.10 -0.24
N 20.24 -7.60 -9.77
C 20.36 -6.69 -8.87
N 20.87 -7.13 -7.72
O 20.14 -5.48 -8.97
H 20.13 -8.53 -9.41
H 19.84 -7.41 -10.68
H 20.81 -6.52 -6.91
H 20.90 -8.13 -7.83
N 22.42 -8.62 -1.36
C 21.53 -7.89 -0.93
N 21.82 -6.62 -0.95
O 20.55 -8.39 -0.49
H 23.32 -8.29 -1.66
H 22.10 -9.56 -1.55
H 22.70 -6.45 -1.43
H 21.27 -5.84 -0.61
N 24.45 -17.94 -10.76
C 23.43 -18.36 -10.02
N 22.38 -17.55 -10.12
O 23.55 -19.32 -9.24
H 25.34 -18.39 -10.61
H 24.55 -16.97 -11.02
H 21.59 -17.88 -9.60
H 22.35 -16.63 -10.53
N 24.36 -12.12 -13.07
C 23.80 -12.11 -11.91
N 24.72 -11.71 -11.06
O 22.56 -12.35 -11.59
H 25.37 -12.06 -13.14
H 23.78 -12.37 -13.86
H 24.44 -11.77 -10.09
H 25.56 -11.20 -11.29
N 24.38 -14.81 -5.83
C 25.25 -15.09 -4.89
N 25.77 -16.31 -4.75
O 25.71 -14.27 -4.22
H 24.15 -13.83 -5.91
H 23.91 -15.48 -6.42
H 25.57 -17.05 -5.41
H 26.69 -16.22 -4.35
N 13.78 -17.58 -0.04
C 14.64 -17.54 0.94
N 15.64 -16.84 0.64
O 14.62 -18.21 2.00
H 12.92 -18.11 -0.02
H 14.10 -17.35 -0.97
H 15.64 -16.28 -0.20
H 16.44 -16.91 1.25
N 12.69 -14.88 -8.81
C 13.38 -15.36 -9.83
N 13.82 -16.56 -9.47
O 13.58 -14.80 -10.93
H 12.33 -13.96 -9.01
H 12.83 -15.28 -7.90
H 14.50 -17.03 -10.06
H 13.43 -16.97 -8.64
N 15.10 -6.08 0.41
C 14.16 -6.39 1.14
N 13.16 -5.57 1.11
O 14.16 -7.32 1.96
H 15.05 -5.27 -0.21
H 15.80 -6.80 0.44
H 12.53 -5.68 1.88
H 13.04 -4.90 0.36
N 17.74 -12.68 -6.65
C 18.15 -12.17 -5.50
N 17.26 -12.31 -4.60
O 19.31 -11.69 -5.45
H 18.23 -12.66 -7.53
H 17.03 -13.40 -6.64
H 16.37 -12.79 -4.63
H 17.57 -11.92 -3.72
N 18.64 -15.25 -14.83
C 19.00 -14.98 -16.05
N 19.39 -13.72 -16.19
O 19.31 -15.77 -16.95
H 18.28 -14.41 -14.39
H 18.45 -16.20 -14.54
H 19.67 -13.54 -17.15
H 18.97 -13.02 -15.59
*
```

Output
**Structure (SMILES)**: NC(N)=O.NC(N)=O.NC(N)=O.NC(N)=O.NC(N)=O.NC(N)=O.NC(N)=O.NC(N)=O.NC(N)=O.NC(N)=O.NC(N)=O


## 2
Molecular formula: C11H44N22O11
Method: DFT, ωB97M-V with the def2-TZVPD basis set

```
! wB97M-V def2-TZVPD RIJCOSX def2/J DEFGRID3
* xyz 0 1
N 2.19 -5.74 2.04
C 1.63 -5.41 0.84
N 2.20 -4.30 0.27
O 0.61 -5.93 0.41
H 1.66 -6.40 2.58
H 2.79 -5.07 2.51
H 3.19 -4.28 0.44
H 1.70 -3.95 -0.52
N 0.13 4.85 0.35
C -0.37 3.60 0.29
N -0.16 2.81 1.37
O -0.88 3.14 -0.74
H 0.71 5.22 1.08
H -0.12 5.42 -0.44
H -0.36 1.82 1.35
H 0.29 3.22 2.17
N -3.79 3.69 -0.91
C -4.54 2.61 -1.27
N -3.83 1.44 -1.13
O -5.67 2.65 -1.73
H -4.08 4.64 -0.82
H -2.86 3.46 -0.57
H -2.83 1.45 -1.04
H -4.37 0.60 -1.03
N 4.31 0.92 1.12
C 5.52 0.32 1.41
N 6.47 1.21 1.80
O 5.70 -0.88 1.36
H 3.54 0.31 0.88
H 4.27 1.87 0.78
H 7.33 0.95 2.23
H 6.11 2.14 1.94
N -4.55 -1.78 -1.26
C -3.23 -2.12 -1.32
N -2.65 -1.83 -2.52
O -2.59 -2.38 -0.30
H -5.03 -1.52 -2.10
H -4.98 -2.21 -0.45
H -1.70 -2.14 -2.69
H -3.23 -1.83 -3.34
N 0.00 -1.98 0.47
C 0.50 -0.73 0.35
N -0.31 0.09 -0.38
O 1.59 -0.35 0.75
H -0.85 -2.22 -0.04
H 0.54 -2.71 0.92
H 0.00 1.02 -0.59
H -1.16 -0.26 -0.80
N 0.00 1.99 -3.88
C -0.21 3.30 -4.29
N -0.32 4.16 -3.24
O -0.34 3.63 -5.45
H -0.13 1.40 -4.68
H 0.13 1.77 -2.91
H -0.09 3.87 -2.29
H -0.33 5.13 -3.51
N 2.40 1.31 -1.61
C 3.27 2.34 -1.88
N 3.52 2.54 -3.20
O 3.67 3.10 -1.01
H 2.14 0.72 -2.38
H 2.43 0.83 -0.72
H 4.10 3.30 -3.53
H 3.13 1.87 -3.83
N 2.06 0.60 3.43
C 2.67 1.07 4.55
N 3.83 1.73 4.27
O 2.19 0.96 5.67
H 1.15 0.18 3.52
H 2.49 0.75 2.53
H 4.14 1.69 3.31
H 4.47 1.93 5.01
N -3.89 -6.27 -1.42
C -2.89 -6.40 -0.48
N -2.12 -5.28 -0.38
O -2.74 -7.43 0.13
H -3.90 -5.44 -1.98
H -4.50 -7.03 -1.67
H -2.24 -4.44 -0.90
H -1.16 -5.48 -0.09
N -2.97 -0.33 1.62
C -2.23 0.32 2.56
N -2.86 1.45 3.05
O -1.13 -0.03 2.93
H -2.49 -1.03 1.07
H -3.90 0.01 1.46
H -2.34 2.10 3.60
H -3.83 1.66 2.92
*
```

Output
**Structure (SMILES)**: NC(N)=O.NC(N)=O.NC(N)=O.NC(N)=O.NC(N)=O.NC(N)=O.NC(N)=O.NC(N)=O.NC(N)=O.NC(N)=O.NC(N)=O


2 ends up most stable, edging out the next structure by 9.013 eV.


## 1
Molecular formula: C6H10O
Method: DFT, ωB97M-V with the def2-TZVPD basis set

```
! wB97M-V def2-TZVPD RIJCOSX def2/J DEFGRID3
* xyz 0 1
C 0.68 -1.29 1.02
C -0.20 -2.00 0.08
C 0.79 -0.99 -0.45
C 0.44 0.42 -0.73
C -0.90 1.07 -0.51
C -0.17 2.20 0.22
O 0.89 1.41 0.69
H 0.31 -0.44 1.59
H 1.54 -1.78 1.46
H 0.03 -3.04 -0.14
H -1.26 -1.76 0.05
H 1.65 -1.37 -0.98
H 0.93 0.80 -1.64
H -1.45 1.40 -1.39
H -1.53 0.46 0.15
H 0.22 2.88 -0.56
H -0.77 2.78 0.93
*
```


## 2
Molecular formula: C6H10O
Method: DFT, ωB97M-V with the def2-TZVPD basis set

```
! wB97M-V def2-TZVPD RIJCOSX def2/J DEFGRID3
* xyz 0 1
C -1.31 0.96 1.17
C -0.37 -0.15 0.77
C -0.96 -1.16 -0.30
C 0.15 -1.66 -1.32
C 0.92 -0.83 -0.77
C 0.97 0.34 0.12
O 0.95 1.59 -0.52
H -1.58 1.59 0.31
H -2.24 0.54 1.58
H -0.86 1.62 1.92
H -0.08 -0.74 1.65
H -1.74 -0.68 -0.91
H -1.41 -2.03 0.20
H 2.60 -0.38 -1.96
H 2.84 -0.92 -1.50
H 1.80 0.38 0.83
H 0.34 1.54 -1.26
*
```


## 3
Molecular formula: C6H10O
Method: DFT, ωB97M-V with the def2-TZVPD basis set

```
! wB97M-V def2-TZVPD RIJCOSX def2/J DEFGRID3
* xyz 0 1
O 2.30 -0.69 -0.17
C 1.21 -0.17 0.40
C 0.00 -1.07 0.47
C -1.32 -0.47 -0.03
C -1.26 0.13 -1.43
C 0.21 1.74 1.43
C 1.32 1.13 0.85
H 2.12 -1.59 -0.49
H -0.39 0.79 -1.53
H -0.12 -1.39 1.51
H 0.23 -1.97 -0.13
H -1.60 0.30 0.68
H -2.08 -1.26 0.00
H -1.21 -0.63 -2.21
H -2.13 0.75 -1.62
H 0.44 2.80 1.62
H 2.27 1.60 0.65
*
```


1 ends up most stable, edging out the next structure by 0.553 eV.


## 1
Molecular formula: C4H11N3O3P
Method: DFT, ωB97M-V with the def2-TZVPD basis set

```
! wB97M-V def2-TZVPD RIJCOSX def2/J DEFGRID3
* xyz -1 1
C -0.64 2.37 -0.01
C 1.63 -0.61 1.09
C -2.34 0.87 -0.35
C -1.98 -0.60 0.05
N -1.73 1.92 0.34
N 0.32 2.94 -0.39
N -0.66 -1.12 -0.24
O 4.41 -0.14 0.15
O 2.52 -0.28 -1.55
O 2.66 1.65 0.12
P 2.82 0.13 0.10
H 1.78 -1.72 1.41
H 1.53 0.04 1.99
H -3.42 0.92 -0.13
H -2.16 1.00 -1.42
H -2.07 -0.83 1.01
H -2.78 -1.09 -0.41
H 5.04 0.55 -0.04
H 1.25 2.61 -0.34
H -0.29 -0.87 -1.12
H 1.70 0.27 -1.78
H 0.19 -0.90 0.33
*
```


## 2
Molecular formula: C4H11N3O3P
Method: DFT, ωB97M-V with the def2-TZVPD basis set

```
! wB97M-V def2-TZVPD RIJCOSX def2/J DEFGRID3
* xyz -1 1
C 0.84 1.90 0.26
C -1.03 -0.50 -1.19
C 2.86 0.63 0.17
C 2.36 -0.82 -0.12
N 1.91 1.57 -0.26
N -0.10 2.39 0.80
N 1.18 -1.15 0.79
O -3.99 -0.35 -0.92
O -2.58 -0.99 1.11
O -2.54 1.30 0.23
P -2.47 -0.09 -0.28
H -1.14 -1.57 -1.40
H -0.93 0.30 -1.93
H 3.73 0.71 -0.36
H 3.22 0.59 1.17
H 2.06 -0.95 -1.24
H 3.26 -1.39 -0.10
H -4.53 -0.44 -0.17
H -1.14 2.07 0.71
H 1.17 -0.61 1.66
H -2.47 -1.91 0.90
H 0.32 -0.67 0.18
*
```


2 ends up most stable, edging out the next structure by 0.206 eV.